Version A
This record from the OMol25 dataset describes an isolated ion of composition C9H14NO2 and charge +1. The level of theory is wB97M-V/def2-TZVPD.

Computed properties:
E_HOMO, eV: -13.07
Molar mass, Da: 168.22
LUMO, eV: -4.27
Net charge: +1
HOMO-LUMO gap, Eh: 0.3233

Each line ends with the Löwdin charge.
Atoms and positions in Å:
C -1.29212 -1.05990 0.36633  -0.10
C -1.16431 0.25800 0.26698  -0.01
C -3.54954 1.24168 -0.52455  -0.24
C -3.16920 -2.58639 0.54187  0.06
C 2.54107 -0.55792 -1.34091  -0.10
C 2.36141 1.61161 0.73670  -0.03
C -0.09250 1.10868 0.74665  -0.14
C 1.19072 -0.00389 -0.91055  -0.24
C 1.31606 0.46151 0.55964  -0.32
N -2.33994 -1.77317 0.03389  0.05
O -4.56573 1.32268 -1.01116  0.36
O -2.60832 1.14370 0.15152  0.26
H -0.41168 -1.52699 0.56337  0.13
H -3.93589 -3.15282 -0.01187  0.09
H -3.39976 -2.93526 1.62903  0.13
H 2.69073 -0.91667 -2.41579  0.11
H 2.62903 -1.42051 -0.79241  0.05
H 3.42079 0.02634 -1.19085  0.06
H 2.46485 1.60171 1.84928  0.10
H 3.28334 1.26126 0.36808  0.04
H 2.01054 2.62842 0.26193  0.14
H -0.14542 2.05184 0.03663  0.17
H -0.16842 1.36110 1.73452  0.10
H 0.46672 -0.68811 -1.16481  0.06
H 1.04914 0.89218 -1.64909  0.16
H 1.41845 -0.34907 1.16558  0.11

***

Version B
This record from the OMol25 dataset describes an isolated ion of composition C9H14NO2 and charge +1. The level of theory is wB97M-V/def2-TZVPD.

Computed properties:
E_HOMO, eV: -13.60
SMILES: C[C@H]1CCCC(=O)/C(O)=C\C=[NH+]\1
Molar mass, Da: 168.22
LUMO, eV: -4.90
Net charge: +1
HOMO-LUMO gap, Eh: 0.3195

Each line ends with the Löwdin charge.
Atoms and positions in Å:
C -2.61647 -0.67684 1.48514  -0.04
C -1.85176 -0.63677 0.19797  -0.28
C -1.50665 0.89112 -0.35825  -0.12
C -0.32390 1.11818 -1.17484  -0.18
C 0.97447 1.68661 -0.37665  -0.06
C 1.79456 0.86059 0.54320  -0.34
O 2.46937 1.32647 1.41565  0.14
C 2.32784 -0.52184 0.07693  -0.17
O 3.67978 -0.69575 0.13181  0.07
C 1.66541 -1.54107 -0.56607  0.02
C 0.22762 -1.54833 -0.67651  -0.03
N -0.47060 -1.09723 0.35741  0.09
H -2.51028 -1.77659 1.67061  0.11
H -3.65597 -0.54056 1.32039  0.08
H -2.23738 -0.13264 2.38201  0.11
H -2.32220 -1.30867 -0.42095  0.12
H -1.58287 1.60183 0.48846  0.13
H -2.45267 1.17810 -1.01165  0.16
H 0.08490 0.21481 -1.69512  0.11
H -0.38719 1.96378 -1.84434  0.12
H 1.68733 2.01879 -1.13098  0.14
H 0.75032 2.60597 0.23331  0.15
H 4.18121 0.14674 0.59685  0.23
H 2.12155 -2.22669 -1.22447  0.12
H -0.13098 -1.87442 -1.61365  0.15
H 0.08457 -1.03561 1.19372  0.17

***

Which of them is most stable? Easy: version B.

***

Version A
This record from the OMol25 dataset describes an isolated ion of composition C3H6FO2S and charge -1. The level of theory is wB97M-V/def2-TZVPD.

Computed properties:
E_HOMO, eV: -3.27
Molar mass, Da: 125.14
LUMO, eV: 3.98
Net charge: -1
HOMO-LUMO gap, Eh: 0.2664

Each line ends with the Löwdin charge.
Atoms and positions in Å:
C 0.08582 0.13621 -1.79320  -0.15
C 0.67969 1.11981 -0.73356  -0.26
C 1.51214 0.43300 0.36728  -0.42
O 2.99252 -1.14182 -1.15538  -0.59
O 3.97933 -0.67406 1.05694  -0.60
F 1.40676 1.22595 1.51633  -0.12
S 3.38938 -0.06954 -0.20480  0.64
H 0.96728 -0.28138 -2.36932  0.06
H -0.57216 0.57043 -2.55918  0.04
H -0.41820 -0.76937 -1.24352  0.10
H -0.23168 1.47638 -0.14272  0.10
H 0.95123 2.02805 -1.27680  0.09
H 1.10361 -0.51974 0.76267  0.11

***

Version B
This record from the OMol25 dataset describes a 2-piece molecular cluster, C3H6FO2S overall. The level of theory is wB97M-V/def2-TZVPD.

Computed properties:
E_HOMO (alpha / beta), eV: -4.02 / -3.25
Molar mass, Da: 125.14
LUMO (alpha / beta), eV: 3.35 / 3.79
Net charge: -1
HOMO-LUMO gap (alpha / beta), Eh: 0.2708 / 0.2589

Each line ends with the Löwdin charge.
Atoms and positions in Å:
C -1.39287 0.15311 -0.30398  -0.13
C 0.84275 -0.86071 -0.36821  -0.11
C 0.05348 0.41137 -0.48898  -0.74
O -0.28148 -0.68787 2.25481  -0.62
O 2.08575 1.71742 1.00796  -0.61
F 0.28421 1.16322 -1.66811  -0.09
S 0.56966 1.57105 0.96242  0.94
H -1.34536 -0.24385 0.72458  0.02
H -2.21369 0.80561 -0.28069  0.06
H -1.62157 -0.69074 -0.92213  0.07
H 0.50667 -1.55622 -1.15369  0.08
H 0.54713 -1.15966 0.67112  0.03
H 1.96531 -0.62273 -0.43509  0.10

***

Which of them is most stable? Easy: version A.